The following is a quantum chemistry calculation of a 2-piece molecular cluster, C3H6O3S overall at a distorted geometry, from the Open Molecules 2025 dataset.

```
13
Properties=species:S:1:pos:R:3:nbo_charge:R:1
S -3.44789 -0.15039 0.33079 1.68
O -3.84516 0.26194 -0.98972 -0.86
O -1.27986 0.83928 0.62902 -0.55
O -2.86482 -1.50042 0.39076 -0.88
C 1.93830 -0.47630 -0.19087 -0.58
C -0.31593 0.43935 0.02611 0.47
C 1.08188 0.61294 0.40940 -0.51
H 1.51787 1.57257 -0.13263 0.24
H 1.22716 0.60370 1.44771 0.23
H -0.47409 -0.07395 -0.84069 0.12
H 2.95693 -0.41331 0.03846 0.22
H 1.64155 -1.30008 0.18695 0.20
H 1.86406 -0.41534 -1.30531 0.20
```

Summary:
Multiplicity = 1
Electronic energy = -741.7580 Eh
Energy relative to the best compared isomer or geometry (same formula, charge and spin) = 15.30 kcal per mole
Net charge = 0
LUMO level = -0.15 eV
Molecular weight = 122.1 u
HOMO energy = -10.6 eV
Orbital gap = 10.5 eV

***

The following is a quantum chemistry calculation of C3H6O3Sm as an isolated structure at a distorted geometry, from the Open Molecules 2025 dataset.

```
13
Properties=species:S:1:pos:R:3:mulliken_charge:R:1
Sm -1.81184 -0.14875 -1.47337 1.22
O -2.26907 0.19328 0.61576 -0.73
O -0.29809 -1.01262 0.16283 -0.58
O 0.04490 0.68467 -1.99662 -0.76
C -1.26972 -0.28717 1.34713 -0.03
C 1.00979 -0.52500 -0.12674 -0.36
C 0.95885 0.77276 -0.94703 -0.33
H 1.50869 -1.31336 -0.71350 0.28
H -1.54375 -1.04352 2.10455 0.25
H 1.57720 -0.37485 0.80747 0.30
H 1.98545 0.97116 -1.31115 0.33
H -0.59783 0.47183 1.79335 0.21
H 0.70542 1.61158 -0.26268 0.18
```

Summary:
Multiplicity = 7
Electronic energy = -1001.5534 Eh
Energy relative to the best compared isomer or geometry (same formula, charge and spin) = 0.00 kcal per mole
Net charge = 0
LUMO level (spin up / spin down) = -0.11 / -0.46 eV
Molecular weight = 240.4 u
HOMO energy (spin up / spin down) = -5.8 / -8.7 eV
Orbital gap (spin up / spin down) = 5.6 / 8.3 eV
Expectation value of S² = 12.0084

***

The following is a quantum chemistry calculation of one molecule with the formula C3H6O5 at a distorted geometry, from the Open Molecules 2025 dataset.

```
14
Properties=species:S:1:pos:R:3:nbo_charge:R:1
O 2.12808 -0.03984 -0.27608 -0.27
O 3.03164 -0.57023 0.75063 -0.41
O 0.47009 1.55699 -1.60588 -0.66
O 0.58596 -0.83946 1.19305 -0.58
O -1.18374 0.14573 -0.72777 -0.59
C -1.98695 -0.49422 0.25066 -0.25
C 0.01865 1.04213 -0.40203 0.31
C 0.79411 -0.15545 0.19041 0.73
H -0.10676 1.83611 0.33725 0.20
H -1.88086 -0.04264 1.24046 0.18
H 0.42455 0.82771 -2.25071 0.49
H 2.44627 -1.28806 1.07857 0.47
H -1.70803 -1.55127 0.27759 0.18
H -3.03303 -0.42746 -0.05613 0.19
```

Summary:
Multiplicity = 1
Electronic energy = -493.9581 Eh
Energy relative to the best compared isomer or geometry (same formula, charge and spin) = 120.83 kcal per mole
Net charge = 0
LUMO level = 0.24 eV
Molecular weight = 122.1 u
HOMO energy = -10.2 eV
Orbital gap = 10.4 eV
Structure (SMILES) = CO[C@H](O)C(=O)OO

***

The following is a quantum chemistry calculation of one molecule with the formula C3H6OS at a distorted geometry, from the Open Molecules 2025 dataset.

```
11
Properties=species:S:1:pos:R:3:nbo_charge:R:1
S 1.59970 -0.83902 1.71013 0.00
O -0.96949 -0.71709 1.52848 -0.56
C 0.08779 -0.32700 1.00022 0.41
C 0.27066 0.59724 -0.16301 -0.52
C -0.58590 0.18643 -1.38499 -0.60
H -1.63088 -0.02948 -1.05849 0.23
H -0.32712 -0.72189 -1.91428 0.21
H 1.00900 -1.51391 2.71340 0.15
H -0.16270 1.57791 0.09016 0.25
H 1.31027 0.77472 -0.37438 0.22
H -0.60132 1.01208 -2.14725 0.22
```

Summary:
Multiplicity = 1
Electronic energy = -591.3262 Eh
Energy relative to the best compared isomer or geometry (same formula, charge and spin) = 4.27 kcal per mole
Net charge = 0
LUMO level = 0.73 eV
Molecular weight = 90.1 u
HOMO energy = -9.9 eV
Orbital gap = 10.6 eV
Structure (SMILES) = CCC(=O)S

***

The following is a quantum chemistry calculation of one molecule with the formula C3H6OS at a distorted geometry, from the Open Molecules 2025 dataset.

```
11
Properties=species:S:1:pos:R:3:nbo_charge:R:1
S 0.78671 0.05958 2.18795 -0.05
O -0.04021 -1.81886 -1.07142 -0.52
C -0.14711 0.49553 -0.49819 -0.53
C 0.23061 -0.65715 -1.35039 0.41
C -0.63325 0.12673 0.96639 -0.50
H -1.51401 -0.50752 1.00993 0.23
H 0.80708 -0.60452 -2.31465 0.14
H -0.74100 1.22893 -0.90297 0.24
H 0.79019 0.97273 -0.35031 0.23
H 1.57867 -0.32498 0.99646 0.13
H -1.11768 1.02953 1.32721 0.21
```

Summary:
Multiplicity = 1
Electronic energy = -591.2700 Eh
Energy relative to the best compared isomer or geometry (same formula, charge and spin) = 39.52 kcal per mole
Net charge = 0
LUMO level = 0.64 eV
Molecular weight = 90.1 u
HOMO energy = -9.3 eV
Orbital gap = 9.9 eV
Structure (SMILES) = O=CCCS

***

The following is a quantum chemistry calculation of a 2-piece molecular cluster, C3H6OS overall at a distorted geometry, from the Open Molecules 2025 dataset.

```
11
Properties=species:S:1:pos:R:3:nbo_charge:R:1
S -2.66013 0.43255 -0.40829 0.98
O -2.94043 -0.52468 0.59409 -1.00
C 1.00210 -0.57318 -0.11663 0.00
C 2.26397 0.18067 -0.06095 -0.70
C 0.12449 -1.38598 -0.12042 -0.27
H 2.22095 1.08706 -0.73298 0.24
H 3.14296 -0.48397 -0.18961 0.25
H -3.31479 1.48734 0.12918 0.02
H -1.40862 1.16771 0.11805 0.01
H 2.26189 0.63223 0.96577 0.24
H -0.69240 -2.01976 -0.17822 0.24
```

Summary:
Multiplicity = 1
Electronic energy = -591.1748 Eh
Energy relative to the best compared isomer or geometry (same formula, charge and spin) = 99.27 kcal per mole
Net charge = 0
LUMO level = 0.50 eV
Molecular weight = 90.1 u
HOMO energy = -9.8 eV
Orbital gap = 10.3 eV

***

The following is a quantum chemistry calculation of a 2-piece molecular cluster, C3H6OS overall at a distorted geometry, from the Open Molecules 2025 dataset.

```
11
Properties=species:S:1:pos:R:3:nbo_charge:R:1
S -2.09899 -0.22602 -0.34837 0.45
O -1.50337 -0.74452 1.18771 -0.84
C 1.92280 -1.15268 -0.71295 -0.21
C -0.86660 1.11380 -0.46939 -0.78
C 2.24706 -0.73009 0.35757 -0.23
H -2.15585 -0.38645 1.83299 0.48
H -1.09507 1.36213 -1.48360 0.22
H 0.18747 0.65172 -0.25083 0.25
H 2.66336 -0.16761 1.10734 0.22
H 1.57591 -1.54158 -1.59144 0.22
H -0.87673 1.82129 0.37097 0.22
```

Summary:
Multiplicity = 1
Electronic energy = -591.1961 Eh
Energy relative to the best compared isomer or geometry (same formula, charge and spin) = 85.88 kcal per mole
Net charge = 0
LUMO level = 0.65 eV
Molecular weight = 90.1 u
HOMO energy = -8.8 eV
Orbital gap = 9.4 eV
Structure (SMILES) = C#C.CSO

***

The following is a quantum chemistry calculation of one molecule with the formula C3H6OS2 at a distorted geometry, from the Open Molecules 2025 dataset.

```
12
Properties=species:S:1:pos:R:3:nbo_charge:R:1
S 1.10526 0.63753 -0.33089 0.68
S 3.92272 0.36715 0.18322 0.07
O -1.51036 1.72607 0.61148 -0.72
C 2.46785 -0.33472 -0.11826 -0.80
C -0.35188 -0.13235 -0.44863 -0.54
C -1.63817 0.69889 -0.31548 -0.09
H -2.06324 1.04025 -1.32816 0.17
H -0.52120 -1.13626 -0.88811 0.22
H 2.50112 -1.34452 -0.44954 0.22
H 3.74504 0.78216 1.62798 0.11
H -2.46432 -0.00307 -0.02343 0.19
H -1.26435 2.59378 0.21008 0.48
```

Summary:
Multiplicity = 1
Electronic energy = -989.3859 Eh
Energy relative to the best compared isomer or geometry (same formula, charge and spin) = 89.52 kcal per mole
Net charge = 0
LUMO level (spin up / spin down) = -0.14 / -0.37 eV
Molecular weight = 122.2 u
HOMO energy (spin up / spin down) = -7.5 / -7.5 eV
Orbital gap (spin up / spin down) = 7.4 / 7.1 eV

***

The following is a quantum chemistry calculation of a 2-piece molecular cluster, C3H6OS2 overall at a distorted geometry, from the Open Molecules 2025 dataset.

```
12
Properties=species:S:1:pos:R:3:nbo_charge:R:1
S 1.53981 0.57935 1.84546 0.43
S 2.68588 0.29315 -1.74767 0.36
O -2.98360 -0.30283 -0.51788 -0.39
C 0.57381 0.09393 0.34762 -0.61
C -1.74604 -0.24446 -0.52235 0.40
C -0.80154 -0.39618 0.67230 -0.53
H 0.52511 1.12306 0.08188 0.25
H -1.23508 0.16597 1.51807 0.27
H 2.85464 0.85165 -0.50408 0.11
H 0.87947 -0.45330 -0.54109 0.27
H -0.87211 -1.53324 0.92246 0.29
H -1.42036 -0.17710 -1.55471 0.16
```

Summary:
Multiplicity = 2
Electronic energy = -989.0050 Eh
Energy relative to the best compared isomer or geometry (same formula, charge and spin) = 86.27 kcal per mole
Net charge = +1
LUMO level (spin up / spin down) = -7.50 / -9.82 eV
Molecular weight = 122.2 u
HOMO energy (spin up / spin down) = -14.4 / -13.4 eV
Orbital gap (spin up / spin down) = 6.9 / 3.6 eV
Expectation value of S² = 1.7491

***

The following is a quantum chemistry calculation of one molecule with the formula C3H6OSe at a distorted geometry, from the Open Molecules 2025 dataset.

```
11
Properties=species:S:1:pos:R:3:nbo_charge:R:1
Se -1.81655 -0.18931 -0.10270 0.47
O 0.67080 0.92885 0.33013 -0.54
C -0.26843 -1.30279 0.20306 -0.68
C 0.93287 -0.40124 -0.03293 -0.09
C -0.57433 1.44477 -0.06972 -0.38
H -0.38494 -1.48288 1.26677 0.24
H -0.83949 2.40966 0.46349 0.22
H 1.35720 -0.32504 -1.00468 0.18
H -0.27179 -2.04560 -0.48899 0.24
H 1.73586 -0.64995 0.64469 0.20
H -0.54121 1.61354 -1.20910 0.16
```

Summary:
Multiplicity = 3
Electronic energy = -2594.3755 Eh
Energy relative to the best compared isomer or geometry (same formula, charge and spin) = 42.91 kcal per mole
Net charge = 0
LUMO level (spin up / spin down) = 0.89 / -2.17 eV
Molecular weight = 137.0 u
HOMO energy (spin up / spin down) = -4.4 / -9.6 eV
Orbital gap (spin up / spin down) = 5.3 / 7.5 eV
Expectation value of S² = 2.0060

***

Look up the molecular weight of the fifth one.
90.1 u